(1)
# C35H79N2O9S

A cluster of 6 separate species, C35H79N2O9S in total in a non-equilibrium geometry (the ωB97M-V functional and the def2-TZVPD basis, the OMol25 dataset).

Values from the calculation:
- LUMO level (eV) = -2.758
- HOMO energy (eV) = -10.55
- max |F| (eV/A) = 3.24
- total charge = +1

Last column: Löwdin charge in e.
Atoms and positions in Å:
C  -2.10  -0.68  2.96  -0.104
C  -3.54  -0.68  2.39  -0.237
C  -3.70  0.17  1.11  -0.214
C  -3.32  -0.60  -0.16  -0.187
C  -1.81  -0.83  -0.37  -0.179
C  -0.93  0.41  -0.23  -0.150
C  -0.56  1.10  -1.58  -0.069
C  0.77  0.61  -2.05  -0.169
N  1.08  -0.28  -2.99  0.073
C  0.04  -0.93  -3.81  -0.044
C  -0.18  -0.14  -5.13  -0.177
O  -1.41  0.59  -5.03  -0.058
C  2.45  -0.50  -3.10  -0.170
C  3.15  -1.44  -4.01  -0.062
C  2.60  -2.91  -3.89  -0.221
O  1.88  -3.13  -2.69  -0.059
C  3.01  0.32  -2.19  0.011
N  1.97  1.00  -1.57  -0.068
S  2.36  2.15  -0.37  0.663
C  3.32  3.43  -1.19  -0.090
O  3.22  1.54  0.59  -0.250
O  1.21  2.76  0.19  -0.243
H  -2.17  -0.95  4.02  0.071
H  -1.47  -1.45  2.51  0.060
H  -1.64  0.31  2.93  0.073
H  -4.20  -0.29  3.17  0.105
H  -3.84  -1.70  2.16  0.104
H  -4.78  0.36  1.04  0.090
H  -3.24  1.15  1.21  0.102
H  -3.77  -1.59  -0.06  0.103
H  -3.81  -0.16  -1.04  0.111
H  -1.70  -1.28  -1.37  0.096
H  -1.48  -1.60  0.32  0.101
H  -1.32  1.17  0.45  0.104
H  0.02  0.08  0.21  0.114
H  -1.31  0.96  -2.35  0.116
H  -0.43  2.17  -1.42  0.118
H  0.30  -1.96  -4.03  0.112
H  -0.91  -0.94  -3.28  0.114
H  -0.22  -0.80  -5.99  0.123
H  0.61  0.62  -5.25  0.127
H  -1.22  1.48  -4.70  0.085
H  4.19  -1.49  -3.70  0.127
H  3.16  -1.11  -5.06  0.122
H  1.92  -3.07  -4.72  0.113
H  3.44  -3.61  -3.93  0.125
H  2.46  -3.00  -1.93  0.105
H  4.04  0.45  -1.93  0.152
H  2.93  4.41  -0.90  0.080
H  3.31  3.32  -2.27  0.073
H  4.35  3.39  -0.84  0.079
C  7.53  0.49  3.62  -0.078
C  6.41  -0.54  3.75  -0.280
O  5.52  -0.29  4.82  -0.169
C  4.82  0.94  4.78  -0.272
C  3.95  1.11  3.55  -0.089
H  8.10  0.54  4.55  0.083
H  8.20  0.22  2.81  0.076
H  7.14  1.49  3.42  0.064
H  6.85  -1.52  3.95  0.119
H  5.86  -0.63  2.80  0.104
H  5.52  1.78  4.89  0.110
H  4.19  0.95  5.67  0.115
H  4.53  1.11  2.63  0.042
H  3.41  2.06  3.60  0.081
H  3.23  0.30  3.48  0.086
C  3.42  -1.57  -9.65  -0.074
C  3.08  -0.45  -8.68  -0.285
O  4.12  -0.16  -7.76  -0.184
C  5.35  0.27  -8.32  -0.278
C  5.25  1.53  -9.15  -0.076
H  3.67  -2.48  -9.11  0.082
H  2.57  -1.77  -10.31  0.082
H  4.27  -1.31  -10.29  0.070
H  2.22  -0.75  -8.08  0.104
H  2.78  0.46  -9.22  0.108
H  5.80  -0.55  -8.90  0.109
H  6.02  0.45  -7.47  0.116
H  4.60  1.40  -10.02  0.068
H  6.24  1.82  -9.51  0.082
H  4.84  2.35  -8.55  0.081
C  3.84  0.14  10.57  -0.081
C  3.43  -1.26  10.16  -0.283
O  3.41  -1.47  8.76  -0.160
C  4.64  -1.28  8.07  -0.285
C  5.75  -2.20  8.55  -0.074
H  3.18  0.88  10.12  0.080
H  3.80  0.25  11.65  0.077
H  4.86  0.38  10.25  0.065
H  2.42  -1.45  10.50  0.117
H  4.07  -2.01  10.64  0.106
H  4.95  -0.23  8.13  0.105
H  4.44  -1.48  7.02  0.108
H  6.00  -2.03  9.60  0.066
H  6.65  -2.03  7.96  0.076
H  5.45  -3.24  8.44  0.082
C  -6.37  3.16  -0.42  -0.079
C  -6.97  2.77  0.92  -0.283
O  -6.54  3.58  1.99  -0.160
C  -6.83  4.97  1.90  -0.280
C  -8.31  5.28  1.80  -0.078
H  -5.28  3.13  -0.37  0.073
H  -6.71  2.48  -1.20  0.076
H  -6.65  4.17  -0.72  0.066
H  -6.67  1.76  1.16  0.100
H  -8.07  2.76  0.87  0.109
H  -6.28  5.41  1.06  0.105
H  -6.43  5.42  2.80  0.119
H  -8.76  4.85  0.90  0.065
H  -8.47  6.36  1.77  0.079
H  -8.84  4.87  2.66  0.083
C  -7.82  -3.94  1.07  -0.074
C  -7.10  -2.71  0.56  -0.281
O  -6.23  -2.97  -0.54  -0.177
C  -6.83  -3.50  -1.70  -0.279
C  -7.90  -2.60  -2.30  -0.078
H  -7.11  -4.71  1.37  0.084
H  -8.44  -3.68  1.93  0.080
H  -8.48  -4.38  0.31  0.068
H  -6.46  -2.32  1.35  0.109
H  -7.80  -1.92  0.30  0.107
H  -7.23  -4.50  -1.50  0.108
H  -6.03  -3.63  -2.43  0.116
H  -8.74  -2.45  -1.62  0.067
H  -8.29  -3.05  -3.22  0.079
H  -7.48  -1.62  -2.54  0.078



(2)
# C2H3NO

An isolated molecule of C2H3NO in a non-equilibrium geometry (the ωB97M-V functional and the def2-TZVPD basis, the OMol25 dataset).

Values from the calculation:
- ΔE to the lowest compared entry with this formula, charge and spin (eV) = 1.197
- LUMO level (eV) = -0.154
- structure (SMILES) = [H]/N=C/C=O
- HOMO energy (eV) = -10.02
- max |F| (eV/A) = 2.67
- total charge = 0

Last column: Löwdin charge in e.
Atoms and positions in Å:
H  0.69  0.67  2.05  0.045
N  0.47  0.09  1.27  0.117
C  -0.05  0.43  0.17  -0.174
C  -0.18  -0.62  -0.90  -0.256
O  -0.49  -0.43  -2.04  0.076
H  -0.32  1.45  -0.03  0.101
H  -0.13  -1.59  -0.52  0.091



(3)
# H6NS2

A cluster of 2 separate species, H6NS2 in total in a non-equilibrium geometry (the ωB97M-V functional and the def2-TZVPD basis, the OMol25 dataset).

Values from the calculation:
- ΔE to the lowest compared entry with this formula, charge and spin (eV) = 0.663
- LUMO level (eV) = -4.097
- HOMO energy (eV) = -13.39
- max |F| (eV/A) = 5.49
- total charge = +1

Last column: Löwdin charge in e.
Atoms and positions in Å:
N  -0.77  0.63  1.30  0.277
H  -0.81  -0.19  1.83  0.119
H  -1.51  1.18  0.91  0.145
H  -0.33  0.28  0.34  0.019
H  -0.05  1.26  1.77  0.189
S  1.56  0.08  -1.08  0.284
S  -0.19  -0.52  -2.12  0.306
H  2.29  -0.99  -1.42  -0.164
H  -0.19  -1.73  -1.52  -0.175



(4)
# C16H25NO11

A cluster of 4 separate species, C16H25NO11 in total in a non-equilibrium geometry (the ωB97M-V functional and the def2-TZVPD basis, the OMol25 dataset).

Values from the calculation:
- ΔE to the lowest compared entry with this formula, charge and spin (eV) = 4.021
- LUMO level (eV) = 0.442
- structure (SMILES) = C[C@@H]1COC(=O)O1.C[C@@H]1COC(=O)O1.C[C@@H]1COC(=O)O1.C=CCNC(=O)O
- HOMO energy (eV) = -8.91
- max |F| (eV/A) = 8.44
- total charge = 0

Last column: Löwdin charge in e.
Atoms and positions in Å:
C  5.41  -0.10  -3.37  -0.021
C  4.09  -0.49  -2.74  -0.352
C  3.40  -1.63  -3.42  -0.115
O  2.04  -1.39  -3.11  0.061
C  1.91  -0.04  -2.92  -0.525
O  0.85  0.54  -2.83  0.119
O  3.14  0.56  -2.86  0.086
H  5.85  0.75  -2.84  0.089
H  6.12  -0.94  -3.35  0.091
H  5.26  0.22  -4.41  0.092
H  4.23  -0.69  -1.67  0.161
H  3.72  -2.60  -3.04  0.144
H  3.51  -1.61  -4.51  0.142
C  -5.54  1.86  -1.38  -0.048
C  -6.21  3.01  -2.11  -0.351
C  -5.47  3.44  -3.35  -0.118
O  -5.86  4.80  -3.47  0.060
C  -6.15  5.23  -2.20  -0.507
O  -6.33  6.40  -1.90  0.131
O  -6.20  4.19  -1.32  0.086
H  -6.11  1.60  -0.48  0.087
H  -5.47  0.97  -2.02  0.095
H  -4.53  2.14  -1.05  0.077
H  -7.25  2.76  -2.34  0.160
H  -5.77  2.88  -4.23  0.142
H  -4.38  3.40  -3.24  0.143
C  2.90  -2.78  5.87  -0.020
C  2.84  -2.75  4.36  -0.354
C  3.82  -3.67  3.70  -0.115
O  4.03  -3.04  2.45  0.063
C  3.81  -1.71  2.64  -0.525
O  4.09  -0.84  1.83  0.109
O  3.24  -1.48  3.86  0.087
H  2.19  -2.07  6.30  0.090
H  2.67  -3.78  6.25  0.092
H  3.89  -2.48  6.24  0.093
H  1.82  -2.94  4.02  0.161
H  3.42  -4.68  3.56  0.145
H  4.78  -3.74  4.22  0.144
C  1.23  -0.42  0.71  0.019
C  0.03  -0.14  1.60  -0.101
C  -1.09  0.89  0.97  -0.230
N  -2.36  1.01  1.79  0.002
C  -3.28  -0.08  1.22  -0.292
O  -4.09  0.22  0.19  -0.051
O  -3.26  -1.46  1.78  0.013
H  1.28  0.11  -0.34  0.062
H  2.10  -1.10  1.10  0.039
H  -0.01  -0.62  2.68  0.102
H  -0.57  1.93  0.81  0.140
H  -1.40  0.46  -0.07  0.129
H  -2.80  1.92  1.46  0.128
H  -3.54  -2.03  0.99  0.139



(5)
# C5H8O

An isolated molecule of C5H8O (the ωB97M-V functional and the def2-TZVPD basis, the OMol25 dataset).

Values from the calculation:
- ΔE to the lowest compared entry with this formula, charge and spin (eV) = 2.358
- LUMO level (eV) = 0.908
- structure (SMILES) = CC#CCCO
- HOMO energy (eV) = -9.52
- max |F| (eV/A) = 0.72
- total charge = 0

Last column: Löwdin charge in e.
Atoms and positions in Å:
C  -0.80  2.15  -1.79  -0.103
C  -0.59  1.09  -0.81  -0.081
C  -0.15  0.20  -0.12  -0.059
C  0.83  -0.81  0.29  -0.181
C  0.54  -1.63  1.55  -0.278
O  -0.83  -1.75  1.84  -0.069
H  -1.78  2.63  -1.74  0.073
H  -0.02  2.90  -1.64  0.081
H  -0.67  1.72  -2.79  0.082
H  0.95  -1.46  -0.58  0.119
H  1.77  -0.26  0.42  0.119
H  0.92  -2.65  1.38  0.115
H  1.10  -1.21  2.40  0.112
H  -1.25  -0.92  1.58  0.071



(6)
# C22H38CdN3O4PS2

A structure of composition C22H38CdN3O4PS2 (the ωB97M-V functional and the def2-TZVPD basis, the OMol25 dataset).

Values from the calculation:
- ΔE to the lowest compared entry with this formula, charge and spin (eV) = 1.743
- LUMO level (eV) = 4.599
- HOMO energy (eV) = 0.61
- max |F| (eV/A) = 0.66
- total charge = -2

Last column: Löwdin charge in e.
Atoms and positions in Å:
Cd  1.33  0.04  0.93  1.242
C  1.32  -1.85  1.78  -0.787
C  1.42  -3.09  1.08  -0.432
C  2.07  -3.18  -0.18  -0.142
C  2.26  -4.37  -0.84  -0.159
C  1.82  -5.58  -0.28  -0.172
C  1.17  -5.52  0.95  -0.139
C  0.96  -4.32  1.62  -0.078
H  2.42  -2.25  -0.62  0.046
H  2.77  -4.38  -1.80  0.079
H  1.96  -6.52  -0.80  0.063
H  0.80  -6.44  1.40  0.082
H  0.42  -4.31  2.56  0.062
C  -0.90  0.58  -5.49  -0.098
C  -2.09  0.72  -4.56  -0.339
O  -1.92  1.85  -3.69  -0.305
P  -1.39  1.49  -2.17  0.848
O  -0.87  2.97  -1.74  -0.292
C  0.55  3.16  -1.67  -0.315
C  1.07  3.80  -2.94  -0.073
O  -2.84  1.48  -1.45  -0.304
C  -2.84  1.19  -0.03  -0.302
C  -3.15  2.44  0.77  -0.085
H  -1.08  -0.22  -6.21  0.069
H  0.00  0.33  -4.93  0.044
H  -0.74  1.51  -6.04  0.068
H  -2.22  -0.19  -3.97  0.100
H  -3.01  0.89  -5.11  0.106
H  1.05  2.20  -1.50  0.059
H  0.75  3.79  -0.80  0.102
H  0.90  3.16  -3.81  0.064
H  2.14  3.99  -2.84  0.070
H  0.57  4.75  -3.13  0.073
H  -1.88  0.76  0.27  0.070
H  -3.60  0.42  0.12  0.108
H  -2.40  3.20  0.57  0.064
H  -3.14  2.19  1.83  0.052
H  -4.13  2.83  0.49  0.069
N  1.26  -1.00  -2.99  0.025
H  2.18  -0.67  -2.71  -0.012
H  1.19  -1.94  -2.59  -0.005
H  0.60  -0.45  -2.46  -0.065
S  0.48  -1.54  3.30  0.544
C  -1.18  -2.16  3.55  -0.937
N  -1.24  -3.59  3.99  -0.223
C  -2.65  -3.89  4.07  -0.355
C  -3.22  -3.58  2.67  -0.490
S  -2.15  -2.29  1.96  0.726
H  -0.83  -3.60  4.92  0.079
H  -3.17  -3.24  4.80  0.090
H  -2.82  -4.93  4.34  0.093
H  -4.26  -3.24  2.74  0.047
H  -3.18  -4.46  2.03  0.047
O  -2.62  0.55  3.49  -0.157
H  -1.91  0.17  4.04  -0.007
H  -2.89  -0.26  3.03  -0.058
C  0.62  2.85  2.71  -0.064
C  1.71  3.08  1.71  -0.432
C  2.38  4.24  1.38  -0.114
C  3.33  3.89  0.38  -0.117
C  3.19  2.53  0.17  -0.457
C  3.91  1.64  -0.79  -0.082
N  2.22  2.03  0.99  -0.091
H  0.47  3.74  3.33  0.067
H  0.84  2.01  3.37  0.060
H  -0.34  2.62  2.22  0.053
H  2.20  5.22  1.81  0.075
H  4.04  4.54  -0.11  0.075
H  4.82  2.13  -1.15  0.064
H  3.30  1.40  -1.66  0.044
H  4.20  0.70  -0.32  0.060



(7)
# C4H39N2O15

A cluster of 15 separate species, C4H39N2O15 in total in a non-equilibrium geometry (the ωB97M-V functional and the def2-TZVPD basis, the OMol25 dataset).

Values from the calculation:
- ΔE to the lowest compared entry with this formula, charge and spin (eV) = 3.824
- LUMO level (eV) = -2.725
- HOMO energy (eV) = -12.88
- max |F| (eV/A) = 2.44
- total charge = +1

Last column: Löwdin charge in e.
Atoms and positions in Å:
O  -2.03  -1.22  1.07  0.076
C  -1.58  -1.23  -0.04  -0.494
N  -2.03  -1.95  -1.11  0.219
C  -0.39  -0.33  -0.46  -0.180
N  -0.71  1.06  0.09  0.021
C  -2.11  1.49  -0.19  0.004
C  0.93  -0.92  0.11  -0.036
H  -2.81  -2.58  -1.01  0.130
H  -1.46  -2.00  -1.94  0.064
H  -0.45  -0.21  -1.58  0.130
H  -0.55  1.13  1.14  0.112
H  -0.10  1.79  -0.31  0.127
H  -2.72  0.91  0.52  0.067
H  -2.23  2.56  -0.02  0.103
H  -2.25  1.21  -1.25  0.099
H  1.76  -0.97  -0.57  0.041
H  1.25  -0.35  0.98  0.066
H  0.75  -1.92  0.49  0.072
H  2.35  4.62  -0.02  0.058
H  2.13  3.20  -0.44  -0.015
O  1.80  4.10  -0.62  -0.071
H  -2.94  -0.69  -3.98  0.034
H  -1.54  -0.10  -3.94  -0.009
O  -2.42  0.01  -3.58  -0.077
H  1.92  -2.93  2.86  0.074
H  2.18  -1.52  3.05  0.074
O  1.78  -2.09  2.39  -0.073
H  0.17  2.22  -3.50  0.073
H  1.18  1.42  -2.65  0.041
O  0.24  1.59  -2.77  -0.026
H  3.52  -0.43  -1.32  -0.044
H  4.02  0.04  -2.61  0.059
O  3.81  -0.79  -2.16  -0.039
H  -2.18  -0.99  3.09  0.012
H  -2.50  -0.77  4.52  0.077
O  -2.62  -0.35  3.66  -0.065
H  -0.79  2.14  3.19  0.048
H  -1.21  0.61  3.53  0.040
O  -0.79  1.24  2.88  -0.077
H  1.44  -3.58  -2.40  0.058
H  1.27  -2.33  -1.67  0.026
O  0.74  -3.15  -1.89  -0.066
H  -0.58  -3.29  4.07  0.058
H  -0.19  -2.65  2.65  0.015
O  -0.55  -2.50  3.53  -0.043
H  -1.22  -2.56  -4.42  0.064
H  0.12  -1.73  -4.82  0.065
O  -0.74  -1.73  -4.40  -0.045
H  0.57  3.72  1.02  0.010
H  -0.68  4.38  0.85  0.065
O  -0.31  3.71  1.45  -0.052
H  -4.76  0.55  1.72  0.059
H  -3.57  1.08  2.44  0.006
O  -4.27  1.38  1.83  -0.069
H  4.74  -0.12  1.28  0.092
H  4.22  -1.37  0.85  0.084
O  4.13  -0.44  0.58  -0.058
H  2.47  1.15  0.70  0.055
H  3.08  0.93  -0.72  -0.009
O  2.69  1.56  -0.14  -0.027



(8)
# C12H31MnO9P

A structure of composition C12H31MnO9P in a non-equilibrium geometry (the ωB97M-V functional and the def2-TZVPD basis, the OMol25 dataset).

Values from the calculation:
- ΔE to the lowest compared entry with this formula, charge and spin (eV) = 2.444
- LUMO level (alpha / beta) (eV) = -2.772 / -2.590
- HOMO energy (alpha / beta) (eV) = -7.50 / -7.21
- max |F| (eV/A) = 3.42
- total charge = 0
- ⟨S²⟩ = 8.759
- multiplicity = 6

Last column: Löwdin charge in e.
Atoms and positions in Å:
Mn  0.66  0.60  1.11  1.394
O  0.66  3.71  1.20  -0.582
H  0.72  4.66  1.40  -0.133
O  -0.09  -1.93  3.00  -0.598
H  -0.28  -2.76  3.48  -0.145
C  2.86  -1.65  -0.79  -0.062
O  2.68  -0.28  -0.43  -0.273
C  3.84  0.54  -0.61  -0.165
C  4.84  0.41  0.56  -0.222
O  4.03  0.34  1.70  -0.172
C  4.73  -0.29  2.82  -0.115
C  5.62  0.80  3.43  -0.229
O  6.38  0.31  4.51  -0.190
C  7.14  1.41  5.13  -0.068
H  1.88  -2.11  -0.63  0.098
H  3.55  -2.04  -0.05  0.092
H  3.31  -1.81  -1.77  0.099
H  3.61  1.61  -0.61  0.129
H  4.39  0.36  -1.54  0.129
H  5.65  1.14  0.50  0.128
H  5.34  -0.55  0.45  0.114
H  5.21  -1.21  2.47  0.130
H  3.99  -0.42  3.60  0.134
H  4.93  1.56  3.82  0.131
H  6.27  1.25  2.69  0.113
H  7.78  1.85  4.37  0.081
H  7.86  0.85  5.73  0.085
H  6.51  2.10  5.69  0.091
C  -3.88  3.21  -2.21  -0.061
C  -5.03  2.18  -1.87  -0.263
O  -4.80  0.92  -2.45  -0.178
P  -4.09  -0.20  -1.54  0.533
O  -2.76  0.19  -0.94  -0.289
O  -5.19  -0.65  -0.43  -0.203
C  -4.75  -1.61  0.54  -0.230
C  -5.82  -2.78  0.30  -0.052
O  -3.87  -1.46  -2.60  -0.207
C  -3.12  -1.33  -3.79  -0.262
C  -4.06  -1.83  -4.96  -0.062
H  -4.16  4.22  -1.95  0.072
H  -2.87  2.92  -1.91  0.068
H  -3.84  3.29  -3.30  0.065
H  -5.09  2.14  -0.78  0.112
H  -5.92  2.64  -2.29  0.118
H  -3.72  -1.96  0.48  0.115
H  -4.90  -1.15  1.52  0.115
H  -5.65  -3.10  -0.73  0.060
H  -5.63  -3.61  0.98  0.070
H  -6.85  -2.44  0.24  0.071
H  -2.93  -0.27  -3.96  0.102
H  -2.15  -1.83  -3.84  0.114
H  -3.52  -1.90  -5.91  0.067
H  -4.50  -2.80  -4.72  0.067
H  -4.97  -1.25  -5.13  0.068